Record 1
ORCA calculation (ωB97M-V/def2-TZVPD) on a structure of composition C17H17CoN2O3.

Calculated values
gap between HOMO and LUMO (alpha / beta): 7.664 / 7.665 eV
2S+1: 1
maximum force: 0.8 eV/Å
molar mass: 356.3 g mol⁻¹
LUMO energy (alpha / beta): -0.12 / -0.12 eV
energy relative to the best compared isomer or geometry (same formula, charge and spin): 0.000 eV

Atoms and positions in Å:
Co: -0.2891 -0.2478 0.4476
C: -5.2849 1.8647 0.6246
C: 0.3192 -2.1694 -1.5381
O: -1.1867 1.3529 0.7295
H: 0.7999 -1.5312 -2.2839
C: -1.4719 -0.7488 2.8696
H: -6.3552 2.0157 0.6150
C: 1.4931 -2.4293 0.5363
O: 1.0883 0.2311 1.5998
C: -4.4517 2.7073 1.3775
H: -4.8920 3.5135 1.9519
O: -1.2152 -1.2758 1.5909
H: -1.2388 -1.5063 3.6264
N: -1.5500 -0.7673 -0.9236
C: 1.9698 -1.9970 1.8144
H: 2.1699 0.7054 3.8504
C: -1.1916 -2.0027 -1.6274
H: 3.8306 -3.2252 4.3874
H: 2.8786 -3.9013 2.2104
H: -2.5287 -0.4694 2.9712
H: 3.4694 -0.9031 5.1945
C: 2.7237 -2.8965 2.5885
H: -3.5104 -1.0197 -1.4356
C: 3.0527 -1.2116 4.2432
C: 2.3305 -0.3071 3.5046
C: -3.3215 0.6374 -0.0814
H: -0.8766 0.1393 3.0943
H: 1.8322 -3.4047 0.1794
H: -1.6924 -2.8462 -1.1459
H: 0.6223 -3.2019 -1.7291
C: -3.0911 2.5293 1.4096
H: -5.3318 0.1848 -0.6897
C: -2.4789 1.4804 0.6880
C: 3.2581 -2.5249 3.7956
N: 0.7404 -1.7227 -0.2208
C: -4.7128 0.8476 -0.0945
H: -1.5048 -1.9599 -2.6729
C: -2.7883 -0.4372 -0.8578
H: -2.4483 3.1748 1.9930
C: 1.7541 -0.6679 2.2666

How positive or negative is each atom? The Mulliken charges in e answer that: number 1, Co, carries -0.484; number 2, C, carries -0.659; number 3, C, carries -0.682; number 4, O, carries -0.709; number 5, H, carries 0.308; number 6, C, carries -0.899; number 7, H, carries 0.401; number 8, C, carries 0.130; number 9, O, carries -0.690; number 10, C, carries -0.431; number 11, H, carries 0.374; number 12, O, carries -0.227; number 13, H, carries 0.271; number 14, N, carries 0.079; number 15, C, carries 0.497; number 16, H, carries 0.448; number 17, C, carries -0.755; number 18, H, carries 0.403; number 19, H, carries 0.320; number 20, H, carries 0.259; number 21, H, carries 0.371; number 22, C, carries -0.641; number 23, H, carries 0.391; number 24, C, carries -0.432; number 25, C, carries -0.425; number 26, C, carries 0.722; number 27, H, carries 0.386; number 28, H, carries 0.285; number 29, H, carries 0.339; number 30, H, carries 0.415; number 31, C, carries -0.522; number 32, H, carries 0.328; number 33, C, carries 0.423; number 34, C, carries -0.670; number 35, N, carries 0.193; number 36, C, carries -0.706; number 37, H, carries 0.489; number 38, C, carries 0.046; number 39, H, carries 0.454; number 40, C, carries 0.602


Record 2
ORCA calculation (ωB97M-V/def2-TZVPD) on a structure of composition C17H17FN2O2S.

Calculated values
gap between HOMO and LUMO: 8.014 eV
2S+1: 1
maximum force: 18.7 eV/Å
molar mass: 332.4 g mol⁻¹
LUMO energy: 0.02 eV
energy relative to the best compared isomer or geometry (same formula, charge and spin): 13.575 eV

Atoms and positions in Å:
H: -4.4149 1.1845 -0.4630
H: -0.6358 -0.8023 -1.2898
C: 1.1690 -1.6142 -1.9202
O: -4.5147 -1.6357 1.0172
C: 1.4050 1.6324 0.5830
C: 0.1636 -1.2417 -0.8836
C: 3.7815 1.0339 -0.8557
C: 3.7332 1.2410 0.6756
H: -0.4708 2.7952 0.8844
C: -4.8134 -0.8615 0.1074
H: 0.9084 -1.6722 -2.9919
H: -4.2807 0.0277 -1.6226
C: -0.0073 1.8898 1.1952
H: -2.5501 -0.9300 0.4984
S: -2.4458 2.5606 -0.3444
C: -4.0489 -0.0743 -0.7966
H: 2.4169 1.2908 2.5077
C: 2.3281 -2.5158 -1.4414
C: -2.0772 0.8910 0.4062
C: 2.6978 -2.2954 -0.0989
C: 1.7120 -1.5721 0.5442
C: -0.4204 -0.4150 1.4234
O: -6.0846 -0.6529 -0.2705
N: -0.8938 0.8055 0.8411
H: 2.9809 -2.7973 -2.2636
H: -1.2995 -1.2552 1.5708
H: 0.0678 1.9839 2.5319
C: 1.3664 1.9578 -0.7754
N: -2.7685 -0.1353 -0.1477
C: 2.5097 1.6213 -1.5603
C: 0.4550 -1.1238 0.5402
H: 4.6393 0.7565 1.2539
H: -6.7414 -1.3965 0.2314
H: 4.6506 0.9757 -1.1808
H: 0.1604 -0.2046 2.3521
C: 2.5097 1.3656 1.1754
H: 0.5011 2.0497 -1.2307
H: 3.5608 -2.6987 0.3154
H: 2.7536 1.6917 -2.5998
F: 1.9969 -1.8600 2.0822

How positive or negative is each atom? The Mulliken charges in e answer that: number 1, H, carries 0.268; number 2, H, carries 0.662; number 3, C, carries -0.945; number 4, O, carries -0.637; number 5, C, carries 0.582; number 6, C, carries -0.463; number 7, C, carries -0.829; number 8, C, carries -0.473; number 9, H, carries 0.617; number 10, C, carries 0.786; number 11, H, carries 0.408; number 12, H, carries 0.855; number 13, C, carries -1.607; number 14, H, carries 0.143; number 15, S, carries -0.484; number 16, C, carries -1.389; number 17, H, carries -0.022; number 18, C, carries -0.687; number 19, C, carries 0.519; number 20, C, carries -1.079; number 21, C, carries 1.006; number 22, C, carries -1.880; number 23, O, carries -0.497; number 24, N, carries 0.326; number 25, H, carries 0.390; number 26, H, carries 0.521; number 27, H, carries 0.252; number 28, C, carries -0.255; number 29, N, carries 0.101; number 30, C, carries -1.022; number 31, C, carries 1.422; number 32, H, carries 0.274; number 33, H, carries 0.418; number 34, H, carries 0.856; number 35, H, carries 0.402; number 36, C, carries 0.429; number 37, H, carries 0.627; number 38, H, carries 0.544; number 39, H, carries 0.377; number 40, F, carries -0.513


Record 3
ORCA calculation (ωB97M-V/def2-TZVPD) on a structure of composition C17H17N2Tm.

Calculated values
gap between HOMO and LUMO (alpha / beta): 8.504 / 8.518 eV
2S+1: 3
maximum force: 3.1 eV/Å
total charge: +2
molar mass: 418.3 g mol⁻¹
LUMO energy (alpha / beta): -7.46 / -7.44 eV

Atoms and positions in Å:
H: 4.1778 -1.4866 3.1104
C: -1.4756 1.5136 3.7086
N: -0.9321 0.6098 1.1271
C: 0.7252 -1.9105 -2.4045
H: -2.7087 1.5098 0.5445
C: 1.2571 -0.3225 1.7593
H: 2.7330 -1.6864 -0.9326
H: 2.4373 -0.3965 -2.6018
H: 0.5847 1.1766 -3.7928
C: -2.3800 1.7647 2.6781
C: -0.8336 -0.5379 -3.4124
C: 1.3757 -0.6564 -2.7305
H: 4.4890 -2.2186 0.7031
H: 2.0811 -0.2645 3.7260
H: -1.3831 -2.6208 -2.7856
H: -1.6840 1.8588 4.7226
C: 3.6045 -1.6795 1.0385
H: 1.2013 -2.7924 -1.9619
C: -0.0073 0.3768 2.1136
H: -3.3107 2.3047 2.8319
N: 1.4649 -0.7168 0.4510
C: -2.1673 1.9849 -1.8386
C: 2.6124 -1.3811 0.1132
Tm: -0.2422 -0.2181 -1.0395
C: 2.2525 -0.5964 2.7067
H: -3.2641 0.3828 -2.7233
H: -1.9258 2.5721 -0.9457
C: -0.6428 -1.8208 -2.8205
C: -3.0486 0.9629 -1.8229
H: -1.5907 2.2213 -2.7452
H: 0.4192 0.6002 4.2048
C: -2.0644 1.3050 1.4028
H: -3.5321 0.6137 -0.9018
C: 0.3907 0.1946 -3.3514
C: -0.2993 0.8175 3.4190
C: 3.4219 -1.2755 2.3571
H: -1.7361 -0.1881 -3.9069

How positive or negative is each atom? The Mulliken charges in e answer that: number 1, H, carries 0.470; number 2, C, carries -0.493; number 3, N, carries -0.190; number 4, C, carries -0.350; number 5, H, carries 0.540; number 6, C, carries 0.746; number 7, H, carries 0.437; number 8, H, carries 0.489; number 9, H, carries 0.442; number 10, C, carries -1.114; number 11, C, carries -0.519; number 12, C, carries -0.260; number 13, H, carries 0.436; number 14, H, carries 0.352; number 15, H, carries 0.488; number 16, H, carries 0.463; number 17, C, carries -0.990; number 18, H, carries 0.501; number 19, C, carries 1.173; number 20, H, carries 0.438; number 21, N, carries -0.223; number 22, C, carries -0.666; number 23, C, carries -0.060; number 24, Tm, carries 1.345; number 25, C, carries -0.750; number 26, H, carries 0.365; number 27, H, carries 0.417; number 28, C, carries -0.843; number 29, C, carries -0.573; number 30, H, carries 0.438; number 31, H, carries 0.358; number 32, C, carries -0.042; number 33, H, carries 0.341; number 34, C, carries -0.798; number 35, C, carries -0.784; number 36, C, carries -0.507; number 37, H, carries 0.923


Record 4
ORCA calculation (ωB97M-V/def2-TZVPD) on a structure of composition C17H17N3OPdSSbSe4.

Calculated values
gap between HOMO and LUMO (alpha / beta): 6.188 / 5.364 eV
2S+1: 3
maximum force: 1.0 eV/Å
total charge: +1
molar mass: 855.4 g mol⁻¹
LUMO energy (alpha / beta): -4.08 / -4.86 eV

Atoms and positions in Å:
C: 2.6653 0.9741 2.3945
C: 2.1866 1.6433 -0.8895
C: 1.6565 -1.2171 -4.4454
N: 1.6092 -1.1184 -3.0606
Se: -1.5013 0.9265 -1.3835
C: 3.3809 2.1646 -1.3424
Pd: 0.3570 -0.5274 0.1015
C: -0.8188 -3.6990 -3.5861
O: 0.4035 1.0050 1.6478
C: 0.7935 -2.1856 -4.8051
C: 4.3033 -0.7398 1.9570
H: -1.6713 -3.3118 -3.0254
S: 0.2934 -2.4864 -1.0041
H: 3.4630 2.8995 2.9406
H: 2.2573 -0.5566 -5.0419
H: 3.7499 3.0951 -0.9386
H: 6.3520 -0.1291 2.0954
C: 1.2510 1.4210 2.4445
C: 0.7078 -2.0211 -2.5951
Se: -3.7523 0.6243 1.8883
C: 5.3184 0.1799 2.1769
H: 1.2434 2.1707 4.4443
C: 2.9797 -0.3453 2.0598
Se: -3.7752 -2.3899 -1.0941
C: 0.8341 2.4238 3.4671
H: -0.4244 -4.5828 -3.0876
N: 1.6631 0.5013 -1.3527
C: 2.2973 -0.1031 -2.3570
H: 2.1877 -1.0723 1.9234
N: 0.2095 -2.6661 -3.6582
H: 4.0355 -0.2555 -3.6035
H: 1.6006 2.1485 -0.1399
C: 3.6921 1.8817 2.6560
H: -0.2509 2.4762 3.4987
C: 3.5318 0.3099 -2.8330
Se: -0.8853 -1.7959 1.7321
H: 5.0509 1.8063 -2.6493
H: 1.2243 3.4071 3.1950
H: 5.8074 2.1962 2.7207
C: 5.0138 1.4876 2.5296
H: -1.1126 -3.9495 -4.6009
C: 4.0889 1.4584 -2.3006
H: 4.5420 -1.7680 1.7189
H: 0.5278 -2.5596 -5.7768
Sb: -2.6027 -0.7565 0.1581

How positive or negative is each atom? The Mulliken charges in e answer that: number 1, C, carries 0.942; number 2, C, carries -0.634; number 3, C, carries -0.332; number 4, N, carries 0.430; number 5, Se, carries -0.253; number 6, C, carries -0.940; number 7, Pd, carries 0.660; number 8, C, carries -0.704; number 9, O, carries -0.392; number 10, C, carries -0.633; number 11, C, carries -0.710; number 12, H, carries 0.208; number 13, S, carries -0.225; number 14, H, carries 0.345; number 15, H, carries 0.513; number 16, H, carries 0.467; number 17, H, carries 0.437; number 18, C, carries 0.432; number 19, C, carries 0.160; number 20, Se, carries -0.206; number 21, C, carries -0.496; number 22, H, carries 0.416; number 23, C, carries -0.144; number 24, Se, carries -0.510; number 25, C, carries -1.568; number 26, H, carries 0.324; number 27, N, carries 0.266; number 28, C, carries 0.256; number 29, H, carries 0.369; number 30, N, carries 0.193; number 31, H, carries 0.586; number 32, H, carries 0.821; number 33, C, carries -0.491; number 34, H, carries 0.361; number 35, C, carries -0.776; number 36, Se, carries -0.411; number 37, H, carries 0.459; number 38, H, carries 0.362; number 39, H, carries 0.437; number 40, C, carries -0.689; number 41, H, carries 0.310; number 42, C, carries -0.556; number 43, H, carries 0.474; number 44, H, carries 0.445; number 45, Sb, carries 0.999


Record 5
ORCA calculation (ωB97M-V/def2-TZVPD) on an isolated molecule of C17H17N3OS.

Calculated values
gap between HOMO and LUMO: 8.694 eV
2S+1: 1
maximum force: 0.7 eV/Å
molar mass: 311.4 g mol⁻¹
LUMO energy: 0.48 eV
energy relative to the best compared isomer or geometry (same formula, charge and spin): 1.613 eV

Atoms and positions in Å:
H: -5.5125 -0.8193 -0.7235
C: -0.5662 0.6693 -0.3451
H: -1.7705 -2.2024 1.8297
C: -3.2184 -0.8504 0.9816
H: -1.0894 0.3225 -1.2242
H: -4.4749 -0.4338 -2.1018
N: -2.5735 1.8447 0.3987
C: 3.6436 0.2313 0.2319
H: -2.7606 2.8378 0.4577
N: -2.9684 -4.1010 -0.2878
H: 4.6216 -1.2460 1.4185
H: 6.3743 -1.6891 -0.2718
C: 4.6328 -0.7144 0.4798
C: -1.2286 1.4779 0.5739
H: -2.8638 -0.1083 1.6987
H: -4.1949 -1.9264 -1.1805
C: -3.4998 1.1750 -0.3614
S: -4.5273 2.0473 -1.3152
C: -4.4909 -0.8824 -1.1105
C: -2.1289 -1.9305 0.8328
N: -3.5596 -0.1788 -0.2555
H: 2.8942 1.6976 -1.1423
H: 1.3421 2.0083 2.7159
C: 4.6275 0.6931 -1.9046
C: 0.7951 1.6379 1.8636
C: -2.6012 -3.1333 0.1983
C: 1.4525 0.8152 0.9509
H: 1.2624 -0.3052 -0.8694
C: 5.6096 -0.9527 -0.4683
H: 4.6265 1.2494 -2.8300
H: 6.3675 -0.4473 -2.4064
C: -0.5308 1.9658 1.6766
H: -1.0345 2.6101 2.3815
H: -1.2851 -1.5366 0.2618
H: -4.1265 -1.3150 1.3876
C: 3.6475 0.9444 -0.9616
C: 5.6066 -0.2559 -1.6653
O: 2.7418 0.4698 1.2408
C: 0.7605 0.3314 -0.1553

How positive or negative is each atom? The Mulliken charges in e answer that: number 1, H, carries 0.325; number 2, C, carries -0.666; number 3, H, carries 0.342; number 4, C, carries -1.093; number 5, H, carries 0.577; number 6, H, carries 0.410; number 7, N, carries -0.155; number 8, C, carries 0.431; number 9, H, carries 0.334; number 10, N, carries -0.464; number 11, H, carries 0.410; number 12, H, carries 0.378; number 13, C, carries -0.618; number 14, C, carries -0.130; number 15, H, carries 0.427; number 16, H, carries 0.327; number 17, C, carries -0.007; number 18, S, carries -0.363; number 19, C, carries -1.124; number 20, C, carries 0.238; number 21, N, carries 0.287; number 22, H, carries 0.461; number 23, H, carries 0.444; number 24, C, carries -0.605; number 25, C, carries -0.773; number 26, C, carries 0.123; number 27, C, carries 0.306; number 28, H, carries 0.585; number 29, C, carries -0.453; number 30, H, carries 0.364; number 31, H, carries 0.381; number 32, C, carries -0.412; number 33, H, carries 0.463; number 34, H, carries -0.121; number 35, H, carries 0.487; number 36, C, carries -0.099; number 37, C, carries -0.498; number 38, O, carries -0.485; number 39, C, carries -0.035